19
Properties=species:S:1:pos:R:3:forces:R:3 method="wB97M-V/def2-TZVPD" e_tot_ha=-531.5051 e_homo_ev=-7.50 relative_energy_kcal_mol=33.9 homo_lumo_gap_ev=7.4915
C 0.138 1.336 1.491 -1.0221 0.8801 -2.8859
C 0.327 0.214 2.299 1.2696 -0.1520 -0.0806
C 0.658 -1.042 1.683 -1.5558 1.0172 2.1007
C 0.408 -1.176 0.314 0.5140 -1.6925 -1.3245
C -0.106 -0.112 -0.473 0.4531 1.0994 2.9508
C -0.140 1.198 0.113 -0.0364 -2.5545 -0.7870
C -0.525 -0.345 -1.809 1.0932 -0.7379 -3.9582
H 0.346 2.945 2.829 -0.3045 -0.6537 -2.1325
H -0.415 3.337 1.389 -0.8827 0.3319 -0.7103
H 0.381 0.447 3.389 0.1290 -0.7695 -0.8758
H 0.829 -1.939 2.372 -0.0342 1.3418 -1.3427
H 0.380 -2.630 -1.247 0.3654 0.2634 0.9269
H 1.007 -3.161 0.440 -1.0788 1.9919 -2.6989
H -0.331 2.013 -0.619 0.2280 -0.2961 1.1702
H -1.957 1.110 -1.561 2.4490 -1.7962 -2.6677
N 0.199 2.688 1.801 1.5848 0.5544 4.7759
N 0.718 -2.396 -0.304 0.6612 -1.5765 2.8725
O -1.353 0.670 -2.338 -1.4686 -0.2253 2.6138
O -0.048 -1.246 -2.559 -2.3639 2.9741 2.0535


19
Properties=species:S:1:pos:R:3:forces:R:3 method="wB97M-V/def2-TZVPD" e_tot_ha=-531.3588 e_homo_ev=-9.56 relative_energy_kcal_mol=125.7 homo_lumo_gap_ev=9.2616
C 3.436 -0.124 -1.324 3.6927 4.5257 -0.6785
C 0.639 -0.105 -0.638 -0.1295 2.7434 -2.1832
C -0.628 -0.076 0.194 -1.8460 -0.5088 0.6828
C -1.875 -0.211 -0.482 1.3243 -0.5277 -1.0970
C -3.116 -0.236 0.118 5.4109 -1.0529 5.7759
C -2.960 -0.468 1.588 -2.6991 -0.2888 -1.4451
C -1.696 -0.279 2.203 -1.1704 1.7552 -1.1872
H 4.446 0.551 -1.532 -2.0861 -2.2282 -0.6642
H 2.772 -0.332 -2.204 1.3620 -0.8643 0.9071
H 3.854 -0.836 -0.551 -1.4018 0.4490 -1.0003
H 1.900 0.443 0.957 -0.4727 0.3348 2.5012
H -1.723 -0.419 -1.541 -0.4060 0.5840 -0.0605
H -3.993 -0.160 -0.346 -3.3866 -0.0666 -1.8313
H -4.003 -0.838 2.169 3.3563 1.3316 -1.2679
H -1.763 -0.159 3.285 0.7305 -0.3369 -0.1596
N 1.735 0.245 0.032 1.7804 1.8529 -2.1745
N -0.567 0.146 1.526 -1.0129 -2.1234 -0.1690
O 2.724 1.060 -0.747 -1.4596 -4.5169 1.9440
O 0.718 -0.060 -1.888 -1.5862 -1.0620 2.1072


19
Properties=species:S:1:pos:R:3:forces:R:3 method="wB97M-V/def2-TZVPD" e_tot_ha=-854.3467 e_homo_ev="-8.66 / -8.66" relative_energy_kcal_mol=82.1 homo_lumo_gap_ev="8.8034 / 8.8041"
C 1.279 -0.085 0.067 0.3201 -1.1153 -0.1286
C 0.081 -0.820 0.073 -1.0098 -0.5150 -0.0516
C -1.493 1.713 0.263 1.3344 2.0151 1.0822
C 2.450 0.217 0.595 -0.1436 -0.1864 3.5886
C -2.082 -1.635 -0.109 0.1299 -1.0240 -3.6402
C -2.920 -0.312 -0.153 -0.7965 -0.7282 2.4322
C 3.539 0.900 -0.155 0.0013 -0.1046 2.3463
N -0.897 -1.408 0.597 2.2721 1.2509 1.2244
N -2.098 0.811 -0.132 -0.6705 -1.0558 -0.1260
O -0.860 2.640 0.599 0.2651 0.3928 0.0749
S 0.641 -0.301 -1.598 -0.2966 0.2605 0.0299
H 2.626 -0.075 1.737 -0.5342 0.7766 -2.5250
H -2.601 -2.486 0.379 -0.0652 0.7231 -0.6364
H -1.751 -1.911 -1.223 -1.0575 0.2518 1.9201
H -3.512 0.017 -0.954 -1.3242 -1.5205 -1.7927
H -3.644 -0.406 0.721 1.0316 0.6981 -0.6543
H 4.432 0.296 0.168 -0.3673 0.5888 -1.5411
H 3.732 1.933 0.248 -0.3661 -0.8466 -0.5086
H 3.080 0.912 -1.126 1.2769 0.1386 -1.0940


20
Properties=species:S:1:pos:R:3:forces:R:3 method="wB97M-V/def2-TZVPD" e_tot_ha=-565.7626 e_homo_ev=-8.43 relative_energy_kcal_mol=39.0 homo_lumo_gap_ev=8.9200
C 3.277 -0.692 0.005 1.4666 -1.5667 0.9605
C 1.857 -0.098 -0.106 1.8236 -1.0998 1.7296
C 0.411 1.479 0.010 -1.3625 0.0925 -0.6266
C -0.352 2.784 0.052 -0.2377 0.3554 -0.1543
C 0.639 -0.760 -0.085 0.5126 1.7005 -0.7104
C 0.081 -2.061 0.051 0.9646 -1.3145 -0.9701
C -1.689 0.062 0.000 1.2059 -0.2398 -1.1625
H 3.699 -1.021 -1.099 -0.8967 0.8062 3.0520
H 4.116 -0.024 0.641 -2.6070 -1.3881 -2.1952
H 3.176 -1.654 0.744 0.3843 1.9435 -2.1890
H -1.249 2.810 -0.713 2.2014 0.1003 1.5457
H 0.408 3.601 -0.044 -0.8886 -0.5663 -0.2418
H -0.785 2.877 1.077 0.0722 0.0296 -0.7931
H 0.692 -2.991 -0.019 -0.2456 1.0153 0.4204
H -3.071 -1.545 0.319 2.8711 1.2318 -1.1372
N 1.701 1.246 0.072 -0.8529 0.3610 -0.9319
N -0.288 0.298 -0.159 -0.2044 -1.0863 1.2737
N -1.166 -2.299 0.084 -1.1324 -0.4295 0.1257
N -2.066 -1.253 -0.022 -1.2014 -1.4427 1.4875
O -2.450 0.964 -0.035 -1.8730 1.4977 0.5170


21
Properties=species:S:1:pos:R:3:forces:R:3 method="wB97M-V/def2-TZVPD" e_tot_ha=-1025.4708 e_homo_ev=-4.06 charge=-1 relative_energy_kcal_mol=10.2 homo_lumo_gap_ev=7.3584
C 1.213 -0.640 -0.553 0.7128 0.9528 1.6978
C 1.899 -0.211 -1.651 0.7245 -0.0173 0.9606
C -0.108 -0.838 -2.387 1.0524 0.3112 -0.0826
C -0.043 -0.983 -1.026 -2.3619 -0.8755 1.0590
C -2.599 0.431 -0.841 0.1621 0.8730 0.1106
C -3.536 -0.533 1.409 0.9183 1.4947 2.3693
C -2.335 0.056 0.614 -1.0020 -1.1592 0.4254
N 1.146 -0.352 -2.761 -0.8859 -0.1996 -0.1905
O -2.214 1.562 -1.154 0.3296 1.1344 -0.2546
O -3.023 -0.471 -1.572 -0.6752 -0.7800 -0.4470
O -0.745 -2.115 1.376 0.8128 0.1491 0.1413
O -1.746 1.035 1.394 0.7199 -0.6436 -0.2753
S -1.368 -1.598 0.123 -0.2310 0.0252 -0.2245
H 1.461 -0.549 0.548 -0.0843 -0.3555 -1.7135
H 2.875 0.190 -1.659 0.8316 0.3831 -0.3339
H -0.865 -1.057 -3.108 -0.3517 0.1379 0.0002
H -4.205 0.286 1.825 0.8893 -0.5233 -0.7861
H -4.140 -1.131 0.786 -0.4645 -1.0110 -0.6099
H -3.180 -1.050 2.382 -0.3594 0.3963 -1.8062
H 1.416 0.052 -3.646 -0.3188 -0.3237 0.0988
H -1.153 1.532 0.804 -0.4187 0.0310 -0.1389


17
Properties=species:S:1:pos:R:3:forces:R:3 method="wB97M-V/def2-TZVPD" e_tot_ha=-724.0900 e_homo_ev=-13.82 charge=+1 relative_energy_kcal_mol=38.6 homo_lumo_gap_ev=9.2205
C 3.136 -0.564 0.041 -1.0602 0.0798 -0.5693
C 2.327 -1.391 -0.740 -3.3647 1.4493 -0.2426
C 2.554 0.568 0.622 -2.6652 -2.1607 -2.0910
C 0.905 -1.049 -0.952 3.8897 0.4935 2.7485
C 1.151 0.801 0.470 3.4856 1.5420 2.4493
C -4.452 0.660 0.854 0.4096 -0.3893 0.3054
C -4.810 0.278 -0.215 -0.8539 0.1068 -2.1866
N 0.384 -0.005 -0.232 -1.3111 -0.6719 -1.1032
S -1.439 0.126 -0.133 0.8767 2.5507 -0.2948
H 4.172 -0.849 0.125 0.1643 0.2338 0.3808
H 2.696 -2.301 -1.156 0.1341 -0.3111 -0.4205
H 3.060 1.194 1.250 1.3678 1.6063 1.3628
H 0.229 -1.682 -1.436 -0.8737 -0.6670 -0.8802
H 0.872 1.681 1.137 -0.8832 -1.4438 -1.4353
H -4.101 0.796 1.830 0.1347 0.3456 0.7717
H -1.452 1.612 -0.248 0.0413 -2.7160 0.1075
H -5.233 0.126 -1.218 0.5083 -0.0479 1.0976


16
Properties=species:S:1:pos:R:3:forces:R:3 method="wB97M-V/def2-TZVPD" e_tot_ha=-346.7149 e_homo_ev=-8.52 relative_energy_kcal_mol=38.0 homo_lumo_gap_ev=7.8236
C 1.397 -0.396 -2.169 0.8973 0.7984 -1.0539
C 0.697 -0.421 -0.887 -0.6619 -1.6912 2.0093
C 0.623 -1.426 0.076 1.0850 1.9361 -2.8723
C -0.222 -0.941 1.163 -0.4978 -1.4324 1.3828
C -0.717 0.458 0.798 2.0307 -0.5030 -2.6747
C -1.576 1.150 1.757 0.4496 1.6985 1.0498
C -0.132 0.740 -0.443 -1.7366 -0.2793 3.8836
H 1.996 0.509 -2.286 0.3251 0.1804 0.5686
H 0.765 -0.222 -3.027 -0.9247 -0.3356 -0.1674
H 2.059 -1.205 -2.445 -0.0473 -0.5111 0.4496
H 1.179 -2.351 -0.012 -0.3305 -0.0018 0.3404
H -2.070 2.061 1.333 0.4103 -0.7863 0.4141
H -2.310 0.435 2.106 -0.3325 0.0322 0.1939
H -0.960 1.459 2.692 -0.9932 -0.4362 -1.4811
H -0.236 1.738 -0.834 0.1762 -0.0542 -0.7564
O -0.495 -1.588 2.176 0.1502 1.3855 -1.2863


16
Properties=species:S:1:pos:R:3:forces:R:3 method="wB97M-V/def2-TZVPD" e_tot_ha=-346.4483 e_homo_ev=-8.07 relative_energy_kcal_mol=205.4 homo_lumo_gap_ev=7.9042
C 1.691 1.157 0.821 1.2050 2.9443 3.4895
C 0.989 -0.007 1.411 -0.5175 -1.0621 -0.5146
C -1.637 -0.651 0.395 1.2409 1.0296 -2.9350
C -0.778 0.287 -1.598 -0.4793 -4.9161 -0.2645
C 1.636 0.075 -0.023 1.4738 -4.3394 -4.1511
C 0.288 -0.432 -0.645 2.1509 3.3539 -1.9759
C -0.363 -0.003 0.610 -0.0733 -2.3208 1.8409
H 1.058 1.986 0.518 0.7317 0.9624 0.8254
H 2.751 1.133 1.373 -2.3304 1.3072 -1.5975
H 1.348 -0.556 2.302 -0.6217 0.4932 -0.6967
H -2.495 -0.497 0.933 -2.2448 -0.7756 1.5536
H -1.066 -0.261 -2.596 1.4671 1.6575 0.8445
H 2.617 -0.103 -0.545 -0.9833 -1.0267 0.9445
H 0.348 -1.505 -0.838 -0.0807 -0.0367 0.2623
H -0.707 0.991 0.351 0.0916 1.6165 0.1454
O -1.852 -0.468 -0.915 -1.0300 1.1128 2.2292


16
Properties=species:S:1:pos:R:3:forces:R:3 method="wB97M-V/def2-TZVPD" e_tot_ha=-346.5584 e_homo_ev=-8.16 relative_energy_kcal_mol=136.3 homo_lumo_gap_ev=9.1878
C -0.965 1.586 0.102 -0.1718 2.1692 0.0222
C 0.037 -0.102 1.123 -2.2482 -0.7596 3.1289
C -0.794 -0.785 0.001 1.9075 2.5938 0.2443
C 0.196 -1.707 -0.448 1.5471 -4.6825 -3.3243
C 1.437 -1.132 -0.464 1.2434 -1.8397 -2.5719
C 1.172 0.247 0.076 -3.0614 -3.5116 1.7223
C -0.022 0.663 -0.711 -2.6064 1.0550 -1.8527
H -0.762 2.780 0.080 -0.6502 -2.7998 -0.0809
H -2.099 1.295 0.016 2.0783 1.1389 -0.7325
H -0.153 -0.577 2.184 1.9672 0.0660 -1.8821
H -1.875 -0.945 0.229 1.0024 0.0729 -0.7783
H -0.096 -2.743 -0.991 0.9780 2.5151 1.4409
H 2.334 -1.466 -1.250 -2.4059 0.8252 2.7731
H 1.848 0.912 0.423 2.5292 2.0389 0.5936
H 0.372 0.882 -1.763 -1.8623 -0.4971 0.7901
O -0.629 1.091 1.393 -0.2468 1.6154 0.5072


16
Properties=species:S:1:pos:R:3:forces:R:3 method="wB97M-V/def2-TZVPD" e_tot_ha=-346.5653 e_homo_ev=-8.55 relative_energy_kcal_mol=131.9 homo_lumo_gap_ev=8.3001
C 0.031 1.642 -1.106 0.2626 -0.5443 -0.7061
C 0.544 0.989 0.153 -2.6394 2.3401 3.9386
C 1.132 -0.978 -0.097 0.3938 -3.4342 -1.1366
C 1.650 -1.432 -1.112 -0.4473 1.0915 1.0556
O 1.322 1.554 0.898 -0.0925 -1.1396 -1.2837
H -0.155 2.698 -0.902 0.0591 -0.1421 0.1757
H 0.800 1.579 -1.881 -0.0619 0.0574 0.0527
H -0.878 1.173 -1.480 0.0908 -0.0617 0.0828
H 2.132 -1.720 -2.018 0.0351 0.1362 -0.0036
C 0.321 -1.252 1.136 0.1932 0.3064 -0.0032
C -1.999 -0.238 0.823 0.1323 0.0109 0.0003
C -0.695 -0.180 1.027 1.7949 1.3928 -2.6160
H -2.511 -1.195 0.703 -0.0335 0.0944 0.6736
H -2.602 0.655 0.685 0.1418 -0.0579 -0.2875
H -0.092 -2.269 1.203 0.4088 0.1439 -0.0603
H 1.001 -1.028 1.967 -0.2377 -0.1940 0.1177


17
Properties=species:S:1:pos:R:3:forces:R:3 method="wB97M-V/def2-TZVPD" e_tot_ha=-421.8678 e_homo_ev=-8.72 relative_energy_kcal_mol=91.2 homo_lumo_gap_ev=9.5105
C -1.910 -0.199 1.215 -3.1490 -0.8251 1.9945
C -0.704 -0.123 0.357 -0.1035 -2.3568 -1.0996
C -0.592 -0.932 -0.801 -1.3453 -0.0879 -2.5807
C 0.607 -0.780 -1.589 -0.1472 0.6161 2.3104
C 1.731 -0.058 -1.202 -10.7060 0.9253 7.1770
C 1.510 0.644 0.023 4.1516 -0.7162 -3.2965
C 0.397 0.612 0.745 -1.9277 -3.8525 -6.4512
H -3.128 -1.243 0.071 0.4473 -6.8525 -2.8717
H -2.108 0.775 1.711 0.1307 -0.4349 -0.5997
H -1.954 -0.933 2.209 0.7306 1.3345 -2.8099
H -1.568 -1.558 -1.349 3.1471 1.9525 2.0139
H 0.904 -1.213 -2.472 -0.9073 -1.8742 -2.2531
H 2.488 -0.143 -1.712 8.1269 -0.2444 -5.0038
H 3.290 1.240 0.046 5.6619 -0.9168 -3.9419
H 0.522 1.031 1.553 0.2456 4.4607 8.4323
O -3.155 -0.458 0.421 1.2985 7.3391 4.2206
O 2.570 1.340 0.513 -5.6542 1.5331 4.7593


17
Properties=species:S:1:pos:R:3:forces:R:3 method="wB97M-V/def2-TZVPD" e_tot_ha=-421.8568 e_homo_ev=-9.37 relative_energy_kcal_mol=98.0 homo_lumo_gap_ev=10.1316
C 0.438 0.020 0.714 1.9272 0.0251 -1.6975
C -0.088 0.782 -0.450 -0.0387 -0.5511 -0.1183
C 0.826 -1.132 1.591 -1.0170 -1.2173 -0.5816
C -2.652 0.765 -0.454 -0.0684 -0.0754 -0.0350
C -1.364 0.618 -1.204 -0.3416 0.1105 0.2635
C 1.780 -0.627 0.576 -1.3178 0.7680 1.0297
C 2.747 -0.882 -0.263 0.8663 0.2786 0.0607
O 0.017 1.326 0.860 -0.0646 0.7738 0.7521
O -1.286 0.424 -2.395 -0.0668 -0.0543 0.1396
H 0.689 1.160 -1.111 0.0442 -0.1978 -0.0565
H 0.348 -2.109 1.430 0.2180 0.3207 0.2554
H 0.986 -0.880 2.634 0.0362 0.1646 -0.0398
H -3.498 0.604 -1.118 0.0328 0.0193 -0.0029
H -2.688 0.059 0.374 0.0103 -0.0315 0.0882
H -2.690 1.765 -0.020 -0.0409 -0.0023 0.0157
H 3.013 -0.181 -1.051 -0.1791 -0.0927 -0.0096
H 3.422 -1.711 -0.113 -0.0003 -0.2381 -0.0634


17
Properties=species:S:1:pos:R:3:forces:R:3 method="wB97M-V/def2-TZVPD" e_tot_ha=-421.8478 e_homo_ev=-8.23 relative_energy_kcal_mol=103.7 homo_lumo_gap_ev=8.8722
C -0.202 -1.362 1.175 0.1270 -0.2125 0.0057
C 0.560 1.721 -0.818 0.8499 0.2014 1.2291
C -0.977 0.107 -1.050 -1.5014 -2.5046 2.6978
C -0.389 0.010 0.680 -1.3440 0.0171 -1.9668
C 0.714 0.705 0.048 0.8398 0.7912 -0.9888
C 0.505 -2.313 0.560 -0.0878 0.2370 0.1307
C 0.639 2.893 -1.377 -0.0751 0.1211 -0.3025
O -0.895 -1.557 2.345 0.0275 -0.0183 -0.0865
O -0.960 -0.814 -1.806 0.5071 0.8751 0.0310
H -0.837 -2.487 2.598 0.0213 0.0881 -0.0685
H -1.669 0.943 -0.963 0.5018 0.5301 -0.6921
H -1.073 0.611 1.273 0.0693 -0.0757 0.0000
H 1.649 0.155 -0.008 0.1405 0.0822 -0.0523
H 0.986 -2.122 -0.385 0.0026 0.0628 -0.0688
H 0.599 -3.307 0.972 -0.0315 -0.0680 0.0636
H 0.413 3.044 -2.426 -0.1016 -0.0426 0.0028
H 0.938 3.774 -0.819 0.0548 -0.0842 0.0656